Arrangement w

A structure of composition C4H7F. Source: the Open Molecules 2025 dataset; level of theory: ωB97M-V/def2-TZVPD.

**Spin multiplicity**: 1
**HOMO level**: -9.74 eV
**Net charge**: 0

Each line ends with the Löwdin charge.
Cartesian coordinates (Å):
C1 1.19 -1.14 -0.11  -0.0752
C2 0.57 0.21 -0.46  -0.6118
C3 -0.38 0.62 0.55  -0.1946
C4 -1.73 0.84 0.38  0.0192
H1 0.98 -1.24 1.35  0.1859
H2 0.51 -2.13 -0.88  0.1887
H3 2.35 -0.96 -0.51  0.0940
H4 1.32 0.91 -0.80  0.1373
H5 -0.03 1.32 1.53  0.1588
H6 -2.40 1.22 1.07  0.0146
H7 -2.17 0.32 -0.63  0.1171
F1 -0.21 0.04 -1.49  -0.0340

***

Arrangement x

The molecule C4H7F. Source: the Open Molecules 2025 dataset; level of theory: ωB97M-V/def2-TZVPD.

**Spin multiplicity**: 1
**HOMO level**: -9.65 eV
**Net charge**: 0
**Structure (SMILES)**: C/C=C(\C)F

Each line ends with the Löwdin charge.
Cartesian coordinates (Å):
C1 -1.69 -0.26 -0.01  -0.0396
C2 -0.26 -1.00 -0.15  -0.0695
C3 0.89 -0.46 -0.16  -0.4262
C4 1.22 0.99 -0.06  -0.0359
F1 2.07 -1.11 0.02  0.0235
H1 -2.32 -0.81 0.66  0.0573
H2 -2.14 -0.09 -0.95  0.0520
H3 -1.45 0.66 0.56  0.0616
H4 -0.09 -2.05 0.02  0.1098
H5 0.26 1.50 -0.06  0.0563
H6 1.75 1.22 1.01  0.1459
H7 1.76 1.40 -0.89  0.0649

***

Computed stability ranking, most favorable first: arrangement x, arrangement w

***

Arrangement w

A cluster of 27 separate species, H54O27 in total. Source: the Open Molecules 2025 dataset; level of theory: ωB97M-V/def2-TZVPD.

**Spin multiplicity**: 1
**HOMO level**: -10.97 eV
**Net charge**: 0

Each line ends with the Löwdin charge.
Cartesian coordinates (Å):
O1 13.29 8.00 9.60  -0.0627
H1 13.91 8.26 8.91  0.0447
H2 13.64 8.28 10.47  0.0387
O2 11.62 11.17 11.11  -0.0931
H3 11.99 10.40 11.60  0.0097
H4 11.50 11.94 11.75  0.0677
O3 7.74 19.25 10.16  -0.0622
H5 7.72 19.46 9.26  0.0148
H6 8.51 18.62 10.27  0.0096
O4 9.08 10.01 10.48  -0.0748
H7 8.63 10.47 9.74  0.0328
H8 9.92 10.51 10.52  0.0249
O5 11.89 13.81 12.50  -0.0650
H9 12.51 13.62 11.78  0.0260
H10 11.16 14.32 12.11  0.0331
O6 10.82 6.08 9.41  -0.0727
H11 11.13 5.22 9.08  0.0629
H12 11.60 6.67 9.46  0.0262
O7 8.77 15.19 7.86  -0.0670
H13 8.11 15.71 8.40  0.0342
H14 8.56 15.31 6.94  0.0620
O8 9.85 17.60 10.71  -0.0544
H15 10.35 17.61 9.87  -0.0011
H16 10.45 17.83 11.41  0.0675
O9 15.73 12.69 11.13  -0.0318
H17 15.56 12.61 12.08  -0.0101
H18 16.13 11.86 10.94  0.0489
O10 7.90 12.31 9.13  -0.0744
H19 7.03 12.50 8.74  0.0520
H20 8.31 13.21 8.93  0.0587
O11 10.30 7.71 11.43  -0.0702
H21 10.20 6.91 10.93  -0.0011
H22 9.88 8.36 10.82  0.0313
O12 10.87 17.15 8.41  -0.0429
H23 10.26 16.42 8.19  0.0256
H24 11.61 16.72 8.80  -0.0149
O13 5.67 14.17 10.46  -0.0506
H25 6.13 13.54 11.01  0.0076
H26 4.77 13.80 10.31  0.0788
O14 9.46 14.67 11.35  -0.0410
H27 9.37 15.56 10.95  0.0456
H28 8.66 14.18 11.19  0.0206
O15 13.32 10.30 14.94  -0.0937
H29 12.31 10.52 15.07  0.0391
H30 13.41 9.54 15.48  0.0370
O16 13.47 13.51 9.96  -0.0847
H31 14.34 13.37 10.39  0.0108
H32 13.46 12.89 9.22  0.0232
O17 8.88 9.17 13.67  -0.0539
H33 7.96 9.23 13.38  0.0515
H34 9.21 8.60 12.95  0.0182
O18 6.79 16.69 9.40  -0.0467
H35 6.77 17.58 9.71  0.0037
H36 6.25 16.08 9.91  0.0145
O19 12.72 9.07 12.37  -0.0977
H37 12.08 8.32 12.43  0.0544
H38 12.81 9.22 13.38  0.0720
O20 13.61 10.97 8.89  -0.0820
H39 13.04 10.50 8.26  0.0571
H40 13.16 10.95 9.78  0.0299
O21 8.80 14.67 14.07  -0.0565
H41 8.99 14.78 13.10  0.0174
H42 7.91 14.37 14.14  0.0382
O22 7.79 12.37 12.10  -0.0874
H43 7.92 11.60 11.47  0.0320
H44 8.55 12.24 12.72  0.0659
O23 10.71 10.72 15.27  -0.0478
H45 10.60 11.68 15.36  0.0222
H46 10.08 10.36 14.64  0.0148
O24 13.00 16.46 9.88  -0.0430
H47 12.93 16.72 10.80  0.0249
H48 13.50 15.63 9.81  0.0253
O25 15.26 12.25 13.76  -0.0731
H49 14.75 11.46 14.02  0.0277
H50 15.38 12.74 14.62  0.0970
O26 13.73 16.06 12.82  -0.0818
H51 12.98 15.42 12.85  0.0133
H52 14.54 15.55 12.55  0.0655
O27 11.14 13.52 15.25  -0.0594
H53 10.32 14.00 15.14  0.0008
H54 11.66 13.63 14.44  0.0174

***

Arrangement x

A cluster of 27 separate species, H54O27 in total. Source: the Open Molecules 2025 dataset; level of theory: ωB97M-V/def2-TZVPD.

**Spin multiplicity**: 1
**HOMO level**: -10.69 eV
**Net charge**: 0

Each line ends with the Löwdin charge.
Cartesian coordinates (Å):
O1 3.56 -1.66 -3.17  -0.0592
H1 3.95 -1.50 -2.28  0.0352
H2 4.37 -2.05 -3.51  0.0674
O2 -5.72 3.04 -3.11  -0.0430
H3 -6.62 2.89 -3.46  0.0684
H4 -5.83 3.81 -2.56  0.0438
O3 2.29 0.85 -3.82  -0.1008
H5 1.38 0.60 -3.45  0.0238
H6 2.91 0.10 -3.86  0.0173
O4 2.64 1.80 1.27  -0.0493
H7 2.67 2.77 1.43  0.0580
H8 3.16 1.71 0.45  0.0582
O5 0.50 2.31 3.88  -0.0730
H9 0.18 1.73 3.14  0.0225
H10 1.12 1.65 4.20  0.0335
O6 2.33 -1.37 0.41  -0.0955
H11 2.07 -1.49 1.36  0.0158
H12 2.02 -2.11 -0.20  0.0798
O7 -1.71 4.82 3.12  -0.0575
H13 -2.40 5.08 3.73  0.0462
H14 -1.16 4.18 3.60  0.0210
O8 2.38 4.39 3.33  -0.0702
H15 1.68 3.92 3.76  -0.0189
H16 2.23 5.34 3.51  0.0596
O9 -3.66 0.98 -2.61  -0.0503
H17 -4.33 1.56 -3.03  0.0335
H18 -2.80 1.39 -2.79  0.0648
O10 -0.20 -2.84 2.11  -0.0749
H19 -0.75 -3.31 1.46  -0.0037
H20 0.68 -3.25 1.88  0.0656
O11 -4.19 1.16 0.18  -0.0823
H21 -3.93 1.42 -0.73  0.0225
H22 -3.58 1.52 0.86  0.0170
O12 2.83 -1.69 3.01  -0.0831
H23 2.32 -2.28 3.66  0.0751
H24 3.08 -0.82 3.34  -0.0160
O13 2.99 2.63 -1.67  -0.0634
H25 3.94 2.78 -1.64  0.0379
H26 2.79 1.96 -2.36  0.0004
O14 0.42 -2.62 4.91  -0.0334
H27 -0.21 -3.05 4.41  -0.0340
H28 -0.09 -1.80 5.11  0.0703
O15 0.01 0.94 -2.38  -0.0918
H29 -0.51 0.44 -1.64  0.0906
H30 0.22 1.79 -1.98  0.0001
O16 -3.90 -1.54 -0.36  -0.0637
H31 -4.21 -1.62 -1.30  0.0543
H32 -3.88 -0.65 -0.05  -0.0144
O17 1.27 -3.54 -3.55  -0.1063
H33 2.06 -2.96 -3.47  0.0274
H34 1.09 -3.92 -2.59  0.0919
O18 0.41 -3.88 -0.59  -0.0835
H35 -0.21 -4.59 -0.75  0.0565
H36 -0.21 -3.11 -0.68  -0.0015
O19 -0.48 -1.62 -3.58  -0.0557
H37 -0.17 -0.75 -3.77  0.0103
H38 0.12 -2.37 -3.82  0.0193
O20 4.83 -1.63 -0.53  -0.1090
H39 3.89 -1.76 -0.20  0.0045
H40 5.26 -2.41 -0.09  0.0754
O21 -2.63 -3.83 0.76  -0.0924
H41 -3.30 -3.11 0.53  0.0458
H42 -2.95 -4.41 1.47  0.0582
O22 3.31 0.88 3.62  -0.0376
H43 3.93 1.45 4.05  0.0604
H44 3.13 1.10 2.72  -0.0207
O23 -3.92 -1.99 -3.30  -0.0367
H45 -3.50 -1.12 -3.21  0.0176
H46 -3.26 -2.63 -3.46  0.0165
O24 -0.12 0.35 1.70  -0.0076
H47 -0.29 -0.54 1.86  0.0066
H48 0.46 0.44 0.93  0.0548
O25 -0.31 3.26 -0.94  -0.0451
H49 -0.31 4.16 -1.36  0.0945
H50 0.31 3.26 -0.21  0.0324
O26 -2.21 2.11 2.24  -0.1552
H51 -1.86 2.98 1.97  0.0026
H52 -1.46 1.40 1.80  0.1051
O27 -0.98 -1.62 -1.03  -0.0639
H53 -1.06 -1.75 -1.98  -0.0027
H54 -1.90 -1.74 -0.71  0.0344

***

Computed stability ranking, most favorable first: arrangement w, arrangement x

***

Arrangement w

A cluster of 9 separate species, H17O9 in total. Source: the Open Molecules 2025 dataset; level of theory: ωB97M-V/def2-TZVPD.

**Spin multiplicity**: 1
**HOMO level**: -7.24 eV
**Net charge**: -1

Each line ends with the Löwdin charge.
Cartesian coordinates (Å):
O1 3.08 0.11 2.26  -0.0436
H1 3.59 0.35 1.51  0.0248
H2 2.17 -0.08 2.02  -0.0021
O2 1.37 -2.12 1.36  -0.1388
H3 0.67 -1.41 1.20  -0.0291
O3 -2.13 0.41 -0.49  -0.1945
H4 -1.40 0.15 0.30  0.0226
H5 -3.03 0.36 -0.04  0.0654
O4 0.30 2.11 0.96  -0.0828
H6 0.87 2.20 1.69  0.0055
H7 -0.04 1.16 0.91  -0.0099
O5 -0.38 -3.27 -2.08  -0.0469
H8 -1.06 -2.83 -1.65  -0.0536
H9 0.32 -3.29 -1.43  0.0196
O6 1.49 3.68 -0.83  -0.1375
H10 0.84 3.23 -0.18  0.0156
H11 1.16 3.47 -1.70  -0.0062
O7 -0.36 -0.27 1.18  -0.2405
H12 -0.88 -0.22 1.89  -0.0363
H13 1.99 -1.96 2.10  0.0195
O8 -0.84 1.13 -3.30  -0.0774
H14 -0.60 0.56 -2.57  0.0076
H15 -1.64 1.52 -2.89  0.0326
O9 -1.98 -2.06 -0.05  -0.1459
H16 -1.23 -1.68 0.46  -0.0082
H17 -2.28 -1.26 -0.63  0.0402

***

Arrangement x

A cluster of 9 separate species, H17O9 in total. Source: the Open Molecules 2025 dataset; level of theory: ωB97M-V/def2-TZVPD.

**Spin multiplicity**: 1
**HOMO level**: -6.56 eV
**Net charge**: -1

Each line ends with the Löwdin charge.
Cartesian coordinates (Å):
O1 28.54 37.16 30.61  -0.4091
H1 28.11 37.96 30.15  0.0464
O2 25.94 36.09 30.42  -0.0761
H2 25.90 35.23 30.76  0.0266
H3 26.90 36.33 30.63  0.0290
O3 26.97 37.79 32.77  -0.1469
H4 27.51 37.37 31.97  0.0063
H5 26.03 37.52 32.73  0.0225
O4 28.97 35.26 32.28  -0.1231
H6 29.37 34.43 31.82  0.0796
H7 28.85 35.94 31.59  -0.0684
O5 25.59 38.27 29.01  -0.1565
H8 25.74 37.32 29.33  -0.0011
H9 24.52 38.39 29.20  0.1350
O6 27.19 40.42 29.89  0.0535
H10 26.61 39.83 29.78  -0.1324
H11 27.30 40.35 30.79  0.0067
O7 29.42 35.46 28.79  -0.2043
H12 28.65 35.22 28.18  0.0297
H13 28.93 36.06 29.56  0.0157
O8 30.32 38.97 29.33  -0.0400
H14 29.93 38.31 29.78  -0.1083
H15 30.16 39.59 30.14  0.0639
O9 29.91 39.05 32.51  0.0451
H16 29.66 38.40 32.06  -0.1471
H17 30.02 39.89 32.04  0.0532

***

Computed stability ranking, most favorable first: arrangement w, arrangement x

***

Arrangement w

A cluster of 9 separate species, H17O9 in total. Source: the Open Molecules 2025 dataset; level of theory: ωB97M-V/def2-TZVPD.

**Spin multiplicity**: 1
**HOMO level**: -6.24 eV
**Net charge**: -1

Each line ends with the Löwdin charge.
Cartesian coordinates (Å):
O1 -0.56 -2.99 -1.91  -0.0430
H1 1.36 1.43 1.57  -0.0417
H2 1.42 -1.81 0.92  -0.0036
O2 -1.00 -1.19 1.08  -0.2204
H3 -1.94 0.45 -1.13  -0.1127
O3 1.27 3.16 -1.73  -0.1273
H4 0.86 2.41 -1.22  0.0179
H5 1.52 2.73 -2.63  0.0740
O4 -1.08 0.30 -1.04  -0.3006
H6 0.66 -0.01 -1.78  0.0121
H7 2.06 -1.09 -0.36  0.0012
O5 2.08 -1.82 0.24  -0.0447
H8 -0.16 -2.17 -1.64  -0.0230
H9 -1.99 0.39 2.16  -0.0372
O6 1.41 -0.27 -2.42  -0.1159
H10 -2.02 -0.22 3.55  0.0975
H11 -1.87 -1.40 0.60  0.0654
O7 1.60 0.74 2.11  -0.0668
H12 1.44 -0.20 1.72  0.0569
H13 -0.90 -0.44 0.28  0.0110
O8 -0.93 1.99 0.88  -0.0917
H14 -1.06 1.54 0.03  -0.0345
H15 -1.16 1.64 1.73  -0.0101
O9 -2.65 0.22 2.85  -0.1256
H16 0.94 -0.79 -3.12  0.0517
H17 -0.30 -3.60 -1.26  0.0112

***

Arrangement x

A cluster of 9 separate species, H17O9 in total. Source: the Open Molecules 2025 dataset; level of theory: ωB97M-V/def2-TZVPD.

**Spin multiplicity**: 1
**HOMO level**: -6.90 eV
**Net charge**: -1

Each line ends with the Löwdin charge.
Cartesian coordinates (Å):
O1 31.12 51.61 23.29  -0.4463
H1 31.97 51.94 23.83  0.0607
O2 32.02 54.40 23.88  -0.0572
H2 32.57 54.96 23.45  -0.0182
H3 31.70 53.50 23.39  0.1043
O3 33.73 53.82 25.78  -0.0779
H4 34.24 54.58 26.20  0.0558
H5 33.27 53.99 25.00  -0.0795
O4 30.27 49.25 22.81  -0.0070
H6 29.37 48.96 22.96  0.0542
H7 30.57 50.04 23.05  -0.1349
O5 32.96 50.85 21.41  0.0129
H8 32.46 51.20 21.96  -0.1722
H9 32.26 50.16 21.28  0.0615
O6 29.96 51.66 25.78  -0.0811
H10 30.45 51.48 24.97  -0.0334
H11 29.06 51.29 25.72  0.0356
O7 32.99 49.72 24.45  -0.1933
H12 33.96 50.21 24.73  0.1421
H13 32.39 50.31 23.87  -0.0140
O8 29.93 51.66 20.84  -0.0529
H14 30.32 51.50 21.67  -0.0811
H15 30.43 50.95 20.42  0.0349
O9 28.84 53.24 23.30  -0.0494
H16 29.53 52.51 23.52  0.0351
H17 29.23 53.55 22.60  -0.0988

***

Computed stability ranking, most favorable first: arrangement w, arrangement x